Entry 1:
C38H29Cl2IrN2O5S | ωB97M-V with the def2-TZVPD basis set

Element x y z (Å)
Ir1 0.517 0.758 -0.226
C1 -1.570 1.009 2.327
C2 -0.134 1.128 2.721
C3 0.176 1.413 4.070
C4 1.469 1.467 4.484
C5 2.498 1.203 3.554
C6 3.865 1.165 3.917
C7 4.832 0.863 2.995
C8 4.472 0.587 1.670
C9 3.146 0.634 1.288
S1 2.655 0.293 -0.331
C10 2.132 0.947 2.225
N1 0.817 0.951 1.818
H1 -2.166 0.728 3.193
H2 -1.697 0.234 1.570
H3 -1.951 1.961 1.949
H4 -0.644 1.576 4.755
H5 1.719 1.687 5.514
H6 4.132 1.373 4.945
H7 5.874 0.829 3.283
H8 5.230 0.335 0.940
O1 -1.465 1.430 -0.767
C11 -1.545 2.881 -1.012
C12 -0.112 3.468 -0.857
O2 0.109 4.583 -1.239
O3 0.755 2.753 -0.166
C13 -2.102 3.113 -2.410
C14 -2.420 4.413 -2.795
C15 -2.945 4.656 -4.052
C16 -3.166 3.607 -4.935
C17 -2.855 2.314 -4.553
C18 -2.323 2.065 -3.293
C19 -2.471 3.455 0.052
C20 -3.756 2.922 0.147
C21 -4.629 3.358 1.129
C22 -4.234 4.355 2.012
C23 -2.969 4.910 1.901
C24 -2.084 4.463 0.926
H9 -2.226 1.163 -0.233
H10 -2.250 5.236 -2.114
H11 -3.184 5.670 -4.343
H12 -3.579 3.800 -5.916
H13 -3.023 1.490 -5.234
H14 -2.068 1.052 -3.017
H15 -4.104 2.188 -0.577
H16 -5.625 2.940 1.189
H17 -4.918 4.709 2.772
H18 -2.663 5.700 2.574
H19 -1.101 4.906 0.849
Cl1 0.225 -6.840 -0.886
C25 0.804 -6.137 0.583
C26 1.077 -6.965 1.658
C27 1.477 -6.420 2.866
C28 1.609 -5.047 2.999
C29 1.361 -4.240 1.905
Cl2 1.557 -2.512 2.084
C30 0.959 -4.750 0.666
N2 0.677 -3.898 -0.405
C31 1.407 -3.889 -1.597
C32 2.568 -4.652 -1.732
C33 3.291 -4.644 -2.910
C34 2.885 -3.861 -3.981
C35 1.741 -3.093 -3.849
C36 0.987 -3.101 -2.680
C37 -0.278 -2.258 -2.637
C38 -0.055 -1.065 -1.780
O4 0.325 0.064 -2.202
O5 -0.155 -1.149 -0.495
H20 0.951 -8.032 1.543
H21 1.680 -7.066 3.709
H22 1.915 -4.602 3.935
H23 0.262 -3.020 -0.136
H24 2.904 -5.255 -0.899
H25 4.183 -5.252 -2.988
H26 3.446 -3.851 -4.904
H27 1.410 -2.479 -4.679
H28 -1.128 -2.822 -2.245
H29 -0.507 -1.909 -3.642

<S²>: 0.771
Multiplicity: 2
Energy above the lowest of the compared OMol25 structures with the same formula, charge and spin, kcal/mol: 15.4
HOMO level (alpha / beta), eV: -10.2 / -10.2
Calculated total energy, eV: -91810.5612
Net charge: +1
LUMO (alpha / beta), eV: -3.693 / -5.683
Largest force on an atom, eV/A: 0.45
M, g/mol: 888.85

Mulliken atomic charges, in units of e: number 1, Ir, carries 2.928; number 2, C, carries -1.198; number 3, C, carries 1.019; number 4, C, carries -0.942; number 5, C, carries -0.922; number 6, C, carries 0.986; number 7, C, carries -0.844; number 8, C, carries -0.791; number 9, C, carries -0.506; number 10, C, carries 1.003; number 11, S, carries -0.301; number 12, C, carries -0.748; number 13, N, carries 0.198; number 14, H, carries 0.716; number 15, H, carries -0.092; number 16, H, carries 0.084; number 17, H, carries 0.581; number 18, H, carries 0.465; number 19, H, carries 0.433; number 20, H, carries 0.433; number 21, H, carries 0.506; number 22, O, carries -0.702; number 23, C, carries 3.705; number 24, C, carries -0.571; number 25, O, carries -0.593; number 26, O, carries -0.764; number 27, C, carries -0.589; number 28, C, carries -0.330; number 29, C, carries -0.940; number 30, C, carries -0.441; number 31, C, carries -0.997; number 32, C, carries -0.136; number 33, C, carries -1.132; number 34, C, carries -0.081; number 35, C, carries -1.131; number 36, C, carries -0.502; number 37, C, carries -0.947; number 38, C, carries 0.044; number 39, H, carries 0.197; number 40, H, carries 0.441; number 41, H, carries 0.408; number 42, H, carries 0.417; number 43, H, carries 0.429; number 44, H, carries 0.297; number 45, H, carries 0.503; number 46, H, carries 0.457; number 47, H, carries 0.444; number 48, H, carries 0.455; number 49, H, carries 0.584; number 50, Cl, carries -0.174; number 51, C, carries 0.984; number 52, C, carries -0.653; number 53, C, carries -0.469; number 54, C, carries -0.736; number 55, C, carries 0.550; number 56, Cl, carries 0.020; number 57, C, carries -1.127; number 58, N, carries 0.169; number 59, C, carries 0.663; number 60, C, carries -0.308; number 61, C, carries -0.766; number 62, C, carries -0.824; number 63, C, carries -0.685; number 64, C, carries 0.493; number 65, C, carries -1.407; number 66, C, carries 1.212; number 67, O, carries -0.606; number 68, O, carries -0.965; number 69, H, carries 0.448; number 70, H, carries 0.380; number 71, H, carries 0.430; number 72, H, carries 0.190; number 73, H, carries 0.504; number 74, H, carries 0.411; number 75, H, carries 0.404; number 76, H, carries 0.387; number 77, H, carries 0.361; number 78, H, carries 0.578



Entry 2:
CH4N6 | ωB97M-V with the def2-TZVPD basis set

Element x y z (Å)
H1 1.327 1.129 -1.371
N1 1.187 1.091 -0.364
N2 2.146 0.388 0.069
N3 2.115 -0.241 1.150
N4 1.109 -0.870 1.640
N5 -0.021 -0.816 1.036
N6 -0.511 0.187 0.416
C1 -1.651 -0.196 -0.471
H2 -1.437 0.025 -1.506
H3 -1.874 -1.174 -0.341
H4 -2.390 0.478 -0.257

SMILES: [H]/N=N/N=N\N=N\C
Multiplicity: 1
Energy above the lowest of the compared OMol25 structures with the same formula, charge and spin, kcal/mol: 115.5
HOMO level, eV: -9.2
Calculated total energy, eV: -10035.3167
Net charge: 0
LUMO, eV: -0.702
Largest force on an atom, eV/A: 3.59
M, g/mol: 100.08

natural (NBO) atomic charges, in units of e: number 1, H, carries 0.342; number 2, N, carries -0.267; number 3, N, carries 0.001; number 4, N, carries -0.086; number 5, N, carries -0.057; number 6, N, carries -0.051; number 7, N, carries -0.082; number 8, C, carries -0.437; number 9, H, carries 0.212; number 10, H, carries 0.212; number 11, H, carries 0.213



Entry 3:
C5H10N3 | ωB97M-V with the def2-TZVPD basis set

Element x y z (Å)
N1 1.220 -0.962 -1.782
C1 -0.215 -0.925 -1.797
C2 -0.670 0.422 -1.148
C3 -0.291 0.608 0.239
C4 0.827 1.072 0.858
N2 0.732 0.744 2.193
C5 -0.501 0.257 2.411
N3 -1.114 0.076 1.244
H1 1.690 -1.599 -2.393
H2 1.581 -0.927 -0.848
H3 -0.698 -1.800 -1.279
H4 -0.788 -0.947 -2.740
H5 -0.264 1.110 -1.921
H6 -1.770 0.442 -1.152
H7 1.598 1.729 0.499
H8 1.412 1.114 2.863
H9 -0.753 0.001 3.483
H10 -1.996 -0.415 1.270

SMILES: NCCc1c[nH]c[nH+]1
Multiplicity: 1
Energy above the lowest of the compared OMol25 structures with the same formula, charge and spin, kcal/mol: 22.6
HOMO level, eV: -12.5
Calculated total energy, eV: -9810.7692
Net charge: +1
LUMO, eV: -3.360
Largest force on an atom, eV/A: 2.97
M, g/mol: 112.16

natural (NBO) atomic charges, in units of e: number 1, N, carries -0.859; number 2, C, carries -0.194; number 3, C, carries -0.471; number 4, C, carries 0.164; number 5, C, carries -0.069; number 6, N, carries -0.462; number 7, C, carries 0.258; number 8, N, carries -0.467; number 9, H, carries 0.396; number 10, H, carries 0.361; number 11, H, carries 0.156; number 12, H, carries 0.226; number 13, H, carries 0.274; number 14, H, carries 0.228; number 15, H, carries 0.267; number 16, H, carries 0.462; number 17, H, carries 0.267; number 18, H, carries 0.464



Entry 4:
C4H9NO | ωB97M-V with the def2-TZVPD basis set

Element x y z (Å)
C1 1.891 0.226 0.064
C2 0.611 0.121 -0.761
N1 -0.597 0.026 0.056
C3 -1.456 -1.127 -0.101
C4 -0.953 1.078 0.836
O1 -0.327 2.118 0.932
H1 2.767 0.075 -0.575
H2 1.905 -0.534 0.852
H3 1.958 1.210 0.530
H4 0.637 -0.776 -1.388
H5 0.524 0.988 -1.428
H6 -0.916 -2.054 0.122
H7 -1.851 -1.194 -1.123
H8 -2.302 -1.049 0.587
H9 -1.890 0.894 1.397

SMILES: CCN(C)C=O
Multiplicity: 1
Energy above the lowest of the compared OMol25 structures with the same formula, charge and spin, kcal/mol: 16.2
HOMO level, eV: -9.4
Calculated total energy, eV: -7831.6173
Net charge: 0
LUMO, eV: 0.873
Largest force on an atom, eV/A: 0.33
M, g/mol: 87.12

natural (NBO) atomic charges, in units of e: number 1, C, carries -0.620; number 2, C, carries -0.215; number 3, N, carries -0.439; number 4, C, carries -0.398; number 5, C, carries 0.533; number 6, O, carries -0.622; number 7, H, carries 0.210; number 8, H, carries 0.204; number 9, H, carries 0.238; number 10, H, carries 0.195; number 11, H, carries 0.208; number 12, H, carries 0.197; number 13, H, carries 0.194; number 14, H, carries 0.211; number 15, H, carries 0.105



Number 3 is which compound?
C5H10N3